# 1
{"formula": "C40H34AsF2N4O10Se2Y", "method": "the ωB97M-V functional and the def2-TZVPD basis", "symbols": ["Y", "O", "C", "O", "C", "C", "N", "N", "C", "C", "O", "O", "H", "H", "H", "O", "C", "C", "C", "O", "C", "Se", "C", "Se", "H", "H", "H", "H", "H", "H", "H", "H", "H", "H", "F", "C", "C", "C", "C", "C", "C", "H", "H", "H", "H", "C", "C", "C", "C", "C", "C", "As", "C", "C", "C", "C", "C", "C", "C", "C", "C", "C", "C", "C", "H", "H", "H", "H", "H", "H", "H", "H", "H", "H", "H", "H", "H", "F", "C", "C", "N", "C", "C", "O", "O", "C", "O", "N", "C", "O", "H", "H", "H", "H"], "positions_angstrom": [[0.385463, 0.111128, -1.335805], [2.530679, -5.688725, -1.853993], [3.522561, -4.932335, -1.418559], [4.627280, -5.388862, -1.202242], [3.215867, -3.503620, -1.177074], [4.124080, -2.583895, -0.681692], [3.479853, -1.413005, -0.568792], [2.221334, -1.510877, -0.970935], [2.026565, -2.755577, -1.351819], [0.664652, -3.065182, -1.919272], [0.404754, -4.249298, -2.204502], [-0.104175, -2.073391, -2.034684], [1.664469, -5.159120, -1.967235], [5.158835, -2.708949, -0.415695], [3.790053, -0.483518, -0.295807], [5.040301, 3.193302, -4.510475], [3.748673, 3.765443, -4.301683], [2.818032, 2.761893, -3.611026], [1.515048, 3.506474, -3.294989], [0.999796, 4.242927, -4.410742], [3.533283, 2.260521, -2.334567], [2.497416, 1.981891, -0.674517], [2.542258, 1.621784, -4.598648], [1.633101, -0.004236, -3.942924], [5.575384, 3.842579, -4.971004], [3.315537, 4.058888, -5.265098], [3.842001, 4.659441, -3.663683], [1.649226, 4.170759, -2.435626], [0.747283, 2.782978, -3.035441], [1.415136, 5.107996, -4.409806], [4.324182, 2.960224, -2.062855], [4.006239, 1.306623, -2.563834], [3.494088, 1.283453, -5.008367], [1.946869, 2.022716, -5.421230], [-3.861396, 4.372978, -3.896423], [-3.020742, 3.475712, -3.296711], [-2.853106, 2.234054, -3.868332], [-1.998927, 1.333692, -3.239584], [-1.317802, 1.622158, -2.044748], [-1.540770, 2.911826, -1.534410], [-2.373150, 3.846286, -2.138946], [-3.376482, 1.987377, -4.783934], [-1.858528, 0.367914, -3.720393], [-1.030208, 3.227889, -0.625875], [-2.518779, 4.838903, -1.730154], [-5.787647, 0.035143, 4.403563], [-5.400390, -1.090211, 3.691937], [-4.472957, -0.987532, 2.665485], [-3.920032, 0.243817, 2.336718], [-4.300773, 1.366043, 3.066441], [-5.233231, 1.267360, 4.089067], [-2.644961, 0.550669, 0.861205], [-4.047845, 0.667759, -0.498264], [-4.799701, 1.782717, -0.824535], [-5.721963, 1.712152, -1.859758], [-5.877211, 0.532499, -2.573926], [-5.120679, -0.584796, -2.256845], [-4.204679, -0.523335, -1.212884], [-3.340650, -1.622788, -0.758423], [-3.352475, -2.923102, -1.254850], [-2.535960, -3.883680, -0.685329], [-1.714909, -3.566591, 0.388796], [-1.680430, -2.271314, 0.883306], [-2.481792, -1.299985, 0.298974], [-6.512227, -0.049100, 5.204740], [-5.821836, -2.058359, 3.936515], [-4.180318, -1.874943, 2.118510], [-3.859322, 2.331395, 2.838398], [-5.519059, 2.152474, 4.644860], [-4.652384, 2.716608, -0.295685], [-6.297901, 2.588879, -2.130401], [-6.581066, 0.489594, -3.396784], [-5.235527, -1.495268, -2.832780], [-3.989880, -3.185265, -2.090380], [-2.519979, -4.885989, -1.093110], [-1.075941, -4.327395, 0.819441], [-1.032445, -2.002910, 1.707322], [-1.393756, 4.806014, 1.770432], [-0.336492, 4.326555, 2.446710], [0.071127, 3.058077, 2.281673], [1.128860, 2.537470, 2.974390], [1.598487, 1.169061, 2.736160], [0.461496, 0.289844, 2.178653], [-0.484893, 0.026037, 2.922920], [0.612594, -0.095038, 0.981171], [1.858224, 3.307742, 3.846987], [2.820563, 2.906434, 4.473396], [1.402738, 4.609069, 3.987999], [0.333914, 5.231377, 3.356711], [0.048083, 6.390941, 3.588679], [-0.445718, 2.396495, 1.597977], [1.914180, 0.768632, 3.697523], [2.444065, 1.203157, 2.047980], [1.935058, 5.177845, 4.627534]], "forces_ev_per_angstrom": [[1.0, -0.5, 0.1], [-0.2, 0.1, 0.0], [0.1, -0.1, 0.1], [0.0, 0.1, 0.0], [0.0, 0.1, 0.0], [0.0, -0.1, 0.0], [-0.1, -0.1, 0.0], [0.0, -0.1, 0.0], [0.1, 0.0, 0.0], [0.1, -0.2, 0.2], [0.1, 0.0, 0.0], [-0.1, 0.3, 0.1], [0.2, 0.0, -0.1], [0.0, 0.0, 0.0], [0.0, 0.0, 0.0], [0.1, -0.1, 0.0], [-0.1, 0.0, 0.0], [0.0, 0.0, 0.0], [0.0, 0.0, 0.1], [0.0, 0.1, -0.1], [0.0, 0.0, 0.0], [0.0, -0.1, 0.0], [0.0, 0.0, 0.0], [0.0, 0.1, 0.0], [0.0, 0.0, 0.0], [0.0, 0.0, 0.1], [0.0, 0.0, 0.0], [0.0, 0.0, 0.0], [0.0, 0.0, 0.0], [0.0, 0.0, 0.0], [0.0, 0.0, 0.0], [0.0, 0.0, 0.0], [0.0, 0.0, 0.0], [0.0, 0.0, 0.0], [0.0, 0.0, 0.0], [0.0, 0.0, 0.0], [0.0, 0.1, 0.0], [0.0, 0.0, 0.1], [-0.5, 0.4, -0.1], [0.1, -0.1, 0.0], [0.0, 0.0, 0.0], [0.0, 0.0, 0.0], [0.0, 0.0, 0.0], [0.0, 0.0, 0.0], [0.0, 0.0, 0.0], [0.0, 0.0, 0.0], [0.0, -0.1, 0.0], [0.0, 0.0, -0.1], [0.1, 0.2, 0.0], [0.0, 0.0, 0.0], [0.0, 0.0, 0.0], [-0.4, 0.0, 0.1], [0.0, 0.0, 0.0], [0.0, 0.0, 0.0], [0.0, 0.1, 0.0], [0.0, 0.0, 0.0], [0.0, 0.0, 0.0], [-0.1, 0.1, -0.1], [0.1, -0.1, 0.0], [0.0, 0.0, 0.0], [0.0, -0.1, 0.0], [0.0, 0.0, 0.0], [0.1, 0.0, 0.0], [0.0, 0.0, 0.0], [0.0, 0.0, 0.0], [0.0, 0.0, 0.0], [0.0, 0.0, 0.0], [0.0, 0.0, 0.0], [0.0, 0.0, 0.0], [0.0, 0.0, 0.0], [0.0, 0.0, 0.0], [0.0, 0.0, 0.0], [0.0, 0.0, 0.0], [0.0, 0.0, 0.0], [0.0, 0.0, 0.0], [0.0, 0.0, 0.0], [0.0, 0.0, 0.0], [0.0, 0.0, 0.0], [0.0, -0.1, 0.0], [-0.1, 0.3, 0.0], [0.1, 0.0, 0.1], [0.0, -0.1, 0.0], [0.1, 0.0, 0.3], [0.0, 0.1, 0.0], [-0.3, 0.1, -0.6], [0.0, 0.0, 0.1], [0.0, 0.0, 0.0], [0.0, 0.0, 0.0], [-0.1, 0.0, -0.1], [0.0, 0.0, 0.0], [0.0, 0.0, 0.0], [0.0, 0.0, 0.0], [-0.1, 0.0, 0.0], [0.0, 0.0, 0.0]], "mulliken_charge": [-0.075, -0.595, 0.403, -0.679, 0.110, -0.525, -0.295, 1.084, -0.681, 1.012, -0.925, -0.263, 0.423, 0.528, -0.016, -0.515, -1.675, 2.714, -0.410, -0.594, -1.099, -0.660, -1.727, -0.391, 0.322, 0.459, 0.467, 0.591, -0.466, 0.362, 0.403, 0.395, 0.546, 0.402, -0.457, 0.348, -0.897, -0.620, 1.730, -0.271, -0.740, 0.418, 0.313, -0.026, 0.450, -0.459, -0.803, -0.118, 0.640, -0.553, -0.674, 0.568, 0.201, -0.700, -0.714, -0.853, -0.530, 0.615, 0.793, -0.566, -0.735, -0.825, -0.203, 0.054, 0.345, 0.391, 0.375, 0.335, 0.385, 0.359, 0.402, 0.373, 0.366, 0.306, 0.332, 0.425, 0.337, -0.355, 0.306, 0.833, 0.206, -0.887, -0.189, -0.670, 0.056, 0.335, -0.691, -0.015, 0.051, -0.685, 0.034, 0.481, 0.218, 0.221], "gap_ev": 6.23, "charge": -2, "spin_multiplicity": 1, "homo_energy_ev": -2.21}

---

# 2
{"formula": "C40H34FeGeN4OS2", "method": "the ωB97M-V functional and the def2-TZVPD basis", "symbols": ["Fe", "C", "C", "N", "N", "C", "S", "S", "C", "C", "C", "C", "C", "C", "C", "C", "C", "C", "C", "C", "C", "O", "H", "H", "H", "H", "H", "H", "H", "H", "H", "H", "H", "H", "H", "H", "C", "C", "C", "C", "C", "C", "N", "N", "C", "C", "C", "C", "C", "C", "H", "H", "H", "H", "H", "H", "H", "H", "H", "Ge", "C", "C", "C", "C", "C", "C", "C", "C", "C", "C", "C", "C", "H", "H", "H", "H", "H", "H", "H", "H", "H", "H", "H"], "positions_angstrom": [[-1.152714, 0.348950, -0.168887], [2.378444, -0.458022, 2.264312], [0.928136, -0.434867, 1.880137], [0.443212, 0.583940, 1.222401], [1.250013, 1.670007, 1.033453], [1.120224, 2.314426, -0.059928], [0.076276, 1.758391, -1.374952], [1.970309, 3.798044, -0.358929], [2.258583, 4.472875, 1.331385], [3.378132, 3.854158, 2.119026], [4.702478, 4.097797, 1.768442], [5.738753, 3.586044, 2.533439], [5.463096, 2.821262, 3.657325], [4.145613, 2.563873, 4.005572], [3.108922, 3.078024, 3.241169], [0.070953, -1.556697, 2.249197], [0.604528, -2.594581, 3.038055], [-0.178853, -3.601179, 3.548864], [-1.553203, -3.595142, 3.306019], [-2.110110, -2.614212, 2.520353], [-1.320869, -1.608066, 1.940057], [-1.889156, -0.770619, 1.098813], [2.857001, 0.463127, 1.950247], [2.866560, -1.295788, 1.761466], [2.507635, -0.574765, 3.339172], [1.307468, 4.393830, 1.854418], [2.470287, 5.520598, 1.118892], [4.925272, 4.701186, 0.895921], [6.763647, 3.799825, 2.260042], [6.272265, 2.438318, 4.265059], [3.923654, 1.972505, 4.885260], [2.081744, 2.888389, 3.524767], [1.662821, -2.606466, 3.256262], [0.268341, -4.385246, 4.143666], [-2.179936, -4.369212, 3.728414], [-3.167652, -2.612562, 2.290958], [-4.166990, 4.244878, 2.495877], [-4.513065, 4.553130, 1.184437], [-4.096712, 3.748775, 0.145742], [-3.323066, 2.607929, 0.411973], [-2.948925, 2.322931, 1.726957], [-3.379067, 3.133634, 2.759763], [-2.918382, 1.737548, -0.602378], [-3.204510, 2.040527, -1.769408], [-2.881263, 1.258631, -2.839949], [-2.790241, 1.884995, -4.087694], [-2.352325, 1.174353, -5.187740], [-2.015282, -0.170434, -5.076576], [-2.173184, -0.821114, -3.858770], [-2.629885, -0.123860, -2.757936], [-4.515693, 4.865056, 3.310307], [-5.116079, 5.426302, 0.974459], [-4.345627, 3.976641, -0.879653], [-2.333324, 1.453732, 1.923223], [-3.102008, 2.895794, 3.777851], [-3.037417, 2.935392, -4.158919], [-2.265576, 1.673947, -6.143076], [-1.667684, -0.715440, -5.943064], [-1.944751, -1.879005, -3.782810], [-0.194367, -1.666387, -1.119264], [-1.152230, -3.384522, -1.460637], [-0.532178, -4.584081, -1.102348], [-1.142533, -5.801711, -1.353293], [-2.388208, -5.843455, -1.962721], [-3.026416, -4.659488, -2.299614], [-2.422017, -3.439643, -2.035564], [1.583652, -1.836825, -1.982747], [2.450203, -2.900252, -1.720588], [3.689743, -2.963691, -2.335909], [4.086078, -1.960794, -3.209368], [3.241290, -0.890191, -3.463243], [1.999958, -0.825094, -2.850026], [-2.899748, -0.630526, -1.835111], [0.432557, -4.572957, -0.611208], [-0.641716, -6.720223, -1.076633], [-2.861273, -6.793457, -2.171464], [-4.001207, -4.681616, -2.768964], [-2.959939, -2.536963, -2.296410], [2.166506, -3.683118, -1.029560], [4.346683, -3.798636, -2.130439], [5.054246, -2.013438, -3.689162], [3.552004, -0.099606, -4.133523], [1.348128, 0.014213, -3.054678]], "forces_ev_per_angstrom": [[-0.6, 0.9, 0.7], [0.0, 0.2, 0.0], [0.2, 0.4, -0.1], [-0.6, -0.5, -0.6], [0.6, 0.5, 0.5], [-0.3, -0.6, 0.1], [0.7, 0.9, -0.7], [0.1, 0.3, 0.0], [0.0, -0.4, -0.3], [0.0, 0.0, 0.0], [0.0, 0.0, 0.0], [0.0, 0.0, 0.0], [0.0, 0.0, 0.0], [0.0, 0.0, 0.0], [0.0, 0.1, 0.0], [-0.4, -0.1, -0.2], [0.1, -0.1, 0.0], [0.1, 0.0, 0.0], [0.1, 0.1, 0.0], [-0.1, 0.0, -0.2], [0.4, -0.4, 0.3], [-0.6, 0.0, 0.4], [0.0, 0.0, 0.0], [0.0, 0.0, 0.1], [0.0, -0.1, 0.0], [0.0, 0.1, 0.0], [-0.1, 0.0, 0.0], [0.0, 0.0, 0.0], [0.0, 0.0, 0.0], [0.0, 0.0, 0.0], [0.0, 0.0, 0.0], [0.0, 0.0, 0.0], [0.0, 0.0, 0.0], [0.0, 0.0, 0.0], [0.0, 0.0, 0.0], [0.0, 0.0, 0.0], [0.0, -0.1, 0.0], [0.0, 0.1, 0.0], [0.2, -0.3, -0.1], [-0.7, 1.1, 0.8], [0.1, -0.3, -0.5], [0.0, 0.2, 0.2], [1.2, -1.6, -0.8], [-1.4, 1.7, 0.9], [0.8, -1.3, -1.0], [0.0, 0.1, 0.5], [0.1, -0.2, -0.2], [-0.1, 0.2, 0.0], [0.2, -0.2, -0.3], [-0.1, 0.5, 0.5], [0.0, 0.0, 0.0], [0.0, 0.0, 0.0], [-0.1, 0.0, 0.0], [-0.1, 0.0, 0.1], [0.0, 0.0, 0.0], [0.0, 0.0, 0.0], [0.0, 0.0, 0.0], [0.0, 0.0, 0.0], [-0.1, 0.2, -0.2], [0.6, -1.6, -1.5], [0.4, 0.4, 0.4], [0.1, 0.1, 0.0], [0.0, -0.1, 0.1], [0.0, 0.0, 0.0], [0.0, 0.0, 0.0], [-0.1, 0.0, 0.2], [-0.4, 0.1, 0.5], [-0.1, 0.0, 0.0], [0.0, -0.1, 0.1], [0.0, 0.0, 0.0], [0.0, 0.0, -0.1], [-0.1, 0.0, 0.0], [0.1, -0.1, 0.0], [0.0, -0.1, 0.0], [0.0, 0.0, 0.0], [0.0, 0.0, 0.0], [0.0, 0.0, 0.0], [0.0, -0.3, 0.2], [0.1, 0.0, -0.1], [0.0, 0.0, 0.0], [0.0, 0.0, 0.0], [0.0, 0.0, 0.0], [0.1, 0.1, 0.0]], "mulliken_spin": [3.918, 0.018, 0.065, 0.045, 0.033, 0.015, 0.239, 0.010, 0.003, -0.001, 0.000, 0.000, 0.001, 0.000, 0.000, -0.033, -0.017, 0.016, -0.004, 0.051, -0.002, 0.218, 0.000, 0.004, 0.001, 0.000, 0.000, 0.000, 0.000, 0.000, 0.000, 0.000, 0.000, 0.000, 0.000, 0.000, 0.000, 0.001, 0.002, 0.025, 0.005, -0.004, 0.082, -0.008, 0.017, -0.011, 0.009, -0.003, 0.031, -0.003, 0.000, 0.000, 0.000, -0.009, 0.000, 0.000, 0.000, 0.000, 0.000, 0.144, 0.066, -0.011, -0.001, 0.003, -0.001, 0.012, 0.073, -0.008, -0.001, 0.003, -0.001, -0.001, -0.002, 0.002, 0.000, 0.000, 0.000, 0.001, 0.000, 0.000, 0.000, 0.000, 0.004], "gap_ev": [6.45, 6.36], "charge": 1, "spin_multiplicity": 6, "homo_energy_ev": [-10.53, -10.75]}

---

Quick rundown of total energy, same order as above: -266485.6685, -162605.5723 eV
Quick rundown of strongest force on any atom, same order as above: 0.0220, 0.0464 Eh/bohr